[1]
{
  "formula": "C18H17BN2O5",
  "method": "ωB97M-V/def2-TZVPD",
  "species": ["C", "C", "O", "C", "C", "C", "O", "C", "N", "C", "O", "C", "C", "C", "C", "C", "C", "C", "O", "B", "O", "C", "C", "C", "C", "N", "H", "H", "H", "H", "H", "H", "H", "H", "H", "H", "H", "H", "H", "H", "H", "H", "H"],
  "positions_angstrom": [[-4.8790, -0.6251, 1.8873], [-3.4148, -0.3471, 2.2943], [-3.0619, -0.5092, 3.4213], [-2.4409, 0.0851, 1.1748], [-1.0101, -0.3387, 1.4498], [-0.8885, -1.7658, 1.6830], [-1.4267, -2.4559, 0.6028], [-0.4718, -2.5025, -0.3947], [0.7179, -1.8366, -0.3326], [1.4177, -1.8691, -1.4231], [2.6485, -1.1712, -1.4175], [2.6760, 0.1184, -1.0398], [3.4376, 0.3349, 0.1212], [3.5246, 1.6363, 0.6852], [2.8988, 2.7232, 0.0131], [2.1309, 2.4977, -1.1104], [1.9189, 1.2110, -1.6346], [1.4118, 3.7266, -1.4694], [1.8785, 4.8584, -0.7571], [2.7419, 4.3094, 0.1595], [3.4041, 4.9838, 1.1592], [1.0281, -2.6414, -2.4942], [-0.1193, -3.3314, -2.5845], [-0.9516, -3.2478, -1.5270], [-2.2616, -3.8361, -1.5695], [-3.3285, -4.2248, -1.5675], [-5.2262, 0.1967, 1.1834], [-5.4333, -0.8461, 2.8546], [-5.0631, -1.5150, 1.2965], [-2.5309, 1.1610, 1.2756], [-2.7415, -0.3302, 0.2183], [-0.3290, -0.1446, 0.5800], [-0.7139, 0.2549, 2.3749], [-1.4524, -1.9902, 2.7149], [0.1891, -2.0900, 1.7246], [4.0596, -0.4495, 0.4684], [4.1986, 1.9504, 1.4990], [1.1957, 1.0911, -2.4235], [1.5031, 3.8647, -2.5287], [0.3408, 3.6281, -1.2400], [3.1417, 5.8594, 1.4635], [1.6749, -2.5524, -3.3196], [-0.3940, -3.8705, -3.4714]],
  "homo_energy_ha": -0.33808,
  "smiles": "CC(=O)CCCOc1nc(Oc2ccc3c(c2)COB3O)ccc1C#N",
  "orbital_gap_ev": 9.307,
  "spin_multiplicity": 1,
  "molar_mass_g_mol": 352.155,
  "energy_ha": -1206.704446
}

[2]
{
  "formula": "C18H17Br2KNOPSe4",
  "method": "ωB97M-V/def2-TZVPD",
  "species": ["K", "C", "C", "C", "C", "C", "C", "Br", "C", "C", "Br", "C", "O", "C", "N", "H", "H", "H", "H", "H", "H", "Se", "Se", "Se", "Se", "C", "P", "C", "C", "C", "C", "C", "C", "C", "H", "H", "H", "H", "H", "H", "H", "H", "H", "H", "H"],
  "positions_angstrom": [[-0.7152, -1.1373, -1.7935], [-2.6799, 2.4641, -1.6150], [-1.2314, 2.8398, -1.5935], [-0.8487, 4.1955, -1.4835], [0.4767, 4.5207, -1.4370], [1.4449, 3.4990, -1.4971], [2.8473, 3.7204, -1.4354], [3.5453, 5.4888, -1.2714], [3.7176, 2.6682, -1.4821], [3.2497, 1.3634, -1.5997], [4.5260, -0.0455, -1.6447], [1.8893, 1.0161, -1.6856], [1.4432, -0.1445, -1.8050], [0.9716, 2.1718, -1.6169], [-0.3440, 1.8733, -1.6636], [-3.3170, 3.3457, -1.5511], [-2.9121, 1.7968, -0.7838], [-2.9249, 1.9041, -2.5181], [-1.6138, 4.9597, -1.4345], [0.7933, 5.5522, -1.3501], [4.7844, 2.8402, -1.4272], [-4.0603, -0.7028, -2.0951], [-4.2965, -2.9922, -2.6666], [-3.0572, -4.2155, -1.0588], [-0.8233, -4.4160, -1.8164], [-0.4519, 0.1541, 3.1390], [-0.7363, -0.5728, 1.4664], [-2.4590, -1.1467, 1.6856], [0.2294, -2.1219, 1.6307], [1.4240, -2.2011, 0.9204], [2.2072, -3.3445, 0.9847], [1.7966, -4.4253, 1.7450], [0.5990, -4.3631, 2.4451], [-0.1768, -3.2185, 2.3892], [-0.6941, -0.5501, 3.9387], [-1.0702, 1.0467, 3.2530], [0.5937, 0.4506, 3.2316], [-2.6450, -1.6081, 2.6592], [-2.7230, -1.8553, 0.8964], [-3.1245, -0.2894, 1.5684], [1.7263, -1.3820, 0.2763], [3.1200, -3.3962, 0.4054], [2.3899, -5.3313, 1.7671], [0.2550, -5.2208, 3.0107], [-1.1252, -3.1904, 2.9127]],
  "homo_energy_ha": -0.02943,
  "orbital_gap_ev": 4.551,
  "spin_multiplicity": 1,
  "molar_mass_g_mol": 809.060,
  "charge": -2,
  "e_above_lowest_kcal_mol": 5.4,
  "energy_ha": -16521.347366
}

[3]
{
  "formula": "C18H17BrCl5IrNO5",
  "method": "ωB97M-V/def2-TZVPD",
  "species": ["Ir", "C", "O", "C", "C", "O", "C", "C", "O", "C", "H", "H", "H", "H", "H", "H", "H", "H", "H", "H", "H", "H", "H", "H", "Br", "C", "C", "C", "C", "C", "N", "C", "O", "O", "H", "H", "H", "Cl", "C", "C", "C", "Cl", "C", "Cl", "C", "Cl", "C", "Cl"],
  "positions_angstrom": [[0.0232, -0.2390, 0.3345], [-1.6492, -1.2000, 3.2244], [-1.8329, -0.4558, 2.0309], [-3.1538, -0.5886, 1.5203], [-3.2758, 0.2743, 0.2732], [-2.2266, -0.0991, -0.6199], [-2.1926, 0.6407, -1.8312], [-1.4067, 1.9444, -1.6995], [-0.0905, 1.6314, -1.2666], [0.7456, 2.7702, -1.1340], [-1.8390, -2.2612, 3.0545], [-0.6212, -1.0520, 3.5465], [-2.3233, -0.8356, 4.0023], [-3.3665, -1.6355, 1.2837], [-3.8740, -0.2578, 2.2796], [-4.2446, 0.0885, -0.2061], [-3.1978, 1.3340, 0.5357], [-1.6932, -0.0052, -2.5576], [-3.2090, 0.8545, -2.1781], [-1.3667, 2.4293, -2.6814], [-1.8826, 2.6342, -0.9916], [0.8166, 3.2861, -2.0967], [0.3561, 3.4664, -0.3839], [1.7333, 2.4089, -0.8464], [-1.5637, -3.3165, -0.2049], [0.0080, -3.1744, -1.2184], [0.4258, -4.1971, -2.0589], [1.6138, -4.0275, -2.7496], [2.3459, -2.8567, -2.5830], [1.8346, -1.9033, -1.7225], [0.6971, -2.0499, -1.0635], [2.6423, -0.5717, -1.4523], [3.6325, -0.4167, -2.1166], [2.1321, 0.1275, -0.5534], [-0.1690, -5.0917, -2.1616], [1.9729, -4.8015, -3.4117], [3.2778, -2.6760, -3.0974], [0.0275, 2.3100, 2.2416], [1.2623, 1.2517, 2.7361], [1.2503, -0.0160, 2.1577], [2.2308, -0.9137, 2.5746], [2.2332, -2.4656, 1.8827], [3.2187, -0.5634, 3.5182], [4.3654, -1.7093, 4.0239], [3.2350, 0.7451, 4.0415], [4.4386, 1.2031, 5.1531], [2.2466, 1.6713, 3.6486], [2.2577, 3.2637, 4.2454]],
  "homo_energy_ha": [-0.54107, -0.54050],
  "orbital_gap_ev": [3.982, 5.172],
  "spin_multiplicity": 2,
  "molar_mass_g_mol": 776.722,
  "charge": 2,
  "e_above_lowest_kcal_mol": 92.1,
  "energy_ha": -6105.578560
}

[4]
{
  "formula": "C18H17BrN4O4S2",
  "method": "ωB97M-V/def2-TZVPD",
  "species": ["O", "O", "O", "O", "S", "Br", "S", "C", "C", "C", "C", "C", "C", "C", "C", "C", "C", "C", "C", "C", "N", "N", "N", "N", "C", "C", "C", "C", "C", "H", "H", "H", "H", "H", "H", "H", "H", "H", "H", "H", "H", "H", "H", "H", "H", "H"],
  "positions_angstrom": [[-2.8649, 6.7306, 2.6929], [-0.7394, 3.0144, 4.8566], [-4.1639, 6.3985, 0.9668], [-1.2169, 0.9756, 4.3890], [-3.9189, -1.0357, 0.0314], [5.6019, -2.7434, -6.0034], [-2.9709, -0.0427, 2.4697], [-2.5599, -0.6248, 0.8917], [4.3466, -3.7704, -3.5840], [4.0699, -1.4007, -3.9126], [-3.9441, 2.2229, 1.5343], [-4.0997, 3.5729, 1.2728], [-2.4478, 4.0069, 2.9995], [3.7155, -3.6771, -2.3234], [3.4236, -1.3240, -2.6756], [4.6079, -2.6560, -4.3169], [-3.0490, 1.7436, 2.4182], [-3.3859, 4.4572, 2.0615], [-2.1202, 2.6181, 3.1219], [3.2052, -2.4578, -1.8582], [-1.2659, -0.7805, 0.3044], [1.3335, -1.6210, -0.4690], [-3.5050, 5.8984, 1.9318], [-1.3285, 2.1878, 4.1561], [2.6023, -2.1649, -0.4890], [-1.1330, -1.6989, -0.9427], [-0.0615, -0.4051, 0.9936], [0.1425, -2.4509, -0.9692], [1.0887, -0.2969, 0.0308], [4.6935, -4.7884, -3.8221], [4.2572, -0.5862, -4.6095], [-4.2957, 1.4626, 0.9331], [-4.6894, 3.9845, 0.3846], [-1.9824, 4.7208, 3.6643], [3.5579, -4.5564, -1.7109], [3.2495, -0.4013, -2.1630], [3.3550, -1.5588, 0.0544], [2.5679, -3.0980, 0.0505], [-1.0703, -1.1774, -1.8400], [-1.9836, -2.3520, -1.0550], [0.1580, -1.2329, 1.7331], [-0.2340, 0.6069, 1.5144], [0.2955, -2.8834, -1.9568], [0.0284, -3.3734, -0.4479], [0.7355, 0.3368, -0.8495], [1.9946, 0.2202, 0.5415]],
  "homo_energy_ha": -0.30586,
  "orbital_gap_ev": 6.253,
  "spin_multiplicity": 1,
  "molar_mass_g_mol": 497.396,
  "e_above_lowest_kcal_mol": 25.6,
  "energy_ha": -4586.147989
}